Density functional theory data (ωB97M-V/def2-TZVPD) for C2H3NO2 in the gas phase in a non-equilibrium geometry.

## Properties
E_HOMO (alpha / beta)   -8.75 / -8.75 eV
LUMO level (alpha / beta)   -0.16 / -0.16 eV
HOMO-LUMO gap (alpha / beta)   8.59 / 8.59 eV
SMILES   O=CCN=O
Multiplicity   1
DFT total energy   -7702.9798 eV

XYZ file:
```
8
Properties=species:S:1:pos:R:3:forces:R:3
C -0.15785 0.47375 -0.56155 1.614 -2.520 -2.322
C 0.83861 -0.17109 0.50686 -2.658 -0.438 -0.290
N -1.10758 -0.56000 -0.52821 -2.531 -1.515 1.571
O 0.29898 -0.67726 1.43636 3.330 0.002 0.913
O -1.61303 -0.76372 0.59197 -0.604 1.185 -3.129
H -0.31340 1.29868 0.04491 -0.895 2.518 0.375
H 0.22704 0.49269 -1.67572 -0.517 0.749 2.561
H 1.82723 -0.09306 0.18538 2.262 0.019 0.321
```
Forces are in eV/Å.

Atomic partial charges in e from the Mulliken method, atoms 1 to 6: C -0.302; C 0.025; N -0.120; O -0.376; O -0.282; H 0.307